No. 1
Here is one molecule with the formula C22H26N2O6 from OMol25. Energies are from wB97M-V/def2-TZVPD.

The geometry in ORCA input format:
```
! wB97M-V def2-TZVPD RIJCOSX def2/J DEFGRID3
* xyz 0 1
C 1.190 -2.148 3.957
C 2.026 -1.142 4.733
O 1.202 -0.037 5.060
C 1.765 0.891 5.953
C 2.870 1.793 5.360
O 3.320 2.702 6.339
C 2.349 2.633 4.181
N 1.840 1.820 3.106
C 2.687 1.267 2.197
O 3.862 1.568 2.118
C 2.055 0.263 1.289
C 2.891 -0.730 0.760
C 2.421 -1.728 -0.066
C 1.068 -1.709 -0.375
N 0.289 -2.534 -1.153
C -0.898 -2.037 -1.095
C -2.096 -2.537 -1.815
C -2.358 -1.623 -2.990
C -1.931 -1.955 -4.259
C -2.152 -1.089 -5.323
C -2.789 0.123 -5.128
O -3.053 1.040 -6.099
C -2.646 0.755 -7.413
C -3.216 0.474 -3.827
O -3.828 1.685 -3.717
C -4.252 2.105 -2.445
C -2.995 -0.402 -2.780
O -1.019 -0.919 -0.329
C 0.235 -0.694 0.142
C 0.700 0.301 0.977
H 0.827 -1.701 3.036
H 1.794 -3.017 3.712
H 0.337 -2.460 4.554
H 2.412 -1.597 5.657
H 2.881 -0.820 4.122
H 0.935 1.526 6.278
H 2.171 0.369 6.836
H 3.703 1.171 5.000
H 3.762 2.220 7.046
H 3.179 3.229 3.794
H 1.562 3.299 4.539
H 0.984 1.325 3.312
H 3.937 -0.687 1.023
H 3.067 -2.492 -0.465
H -1.892 -3.551 -2.154
H -2.951 -2.534 -1.137
H -1.423 -2.891 -4.432
H -1.813 -1.377 -6.305
H -2.953 1.614 -8.007
H -3.133 -0.145 -7.801
H -1.559 0.638 -7.483
H -4.687 3.093 -2.592
H -5.013 1.434 -2.031
H -3.414 2.179 -1.744
H -3.309 -0.148 -1.780
H 0.044 1.077 1.338
*
```

Properties
Structure (SMILES): CCOC[C@H](O)CNC(=O)c1ccc2nc(Cc3ccc(OC)c(OC)c3)oc2c1
HOMO energy (eV): -8.1252
HOMO-LUMO gap (eV): 8.65

---

No. 2
Here is C22H26N2OSbW as an isolated structure from OMol25. Energies are from wB97M-V/def2-TZVPD.

The geometry in ORCA input format:
```
! wB97M-V def2-TZVPD RIJCOSX def2/J DEFGRID3
* xyz 3 1
W 1.899 -1.198 0.037
N 4.962 -3.981 -0.604
C 3.912 -3.219 -0.738
O 3.472 -2.558 0.273
C 3.204 -3.041 -2.037
C 1.904 -2.279 -1.787
H 5.446 -4.049 0.282
H 5.325 -4.512 -1.383
H 3.059 -4.010 -2.518
H 3.866 -2.469 -2.695
H 1.067 -2.975 -1.593
H 1.601 -1.715 -2.666
C -4.850 -1.454 1.441
C -3.943 -0.899 2.334
C -2.669 -0.546 1.908
C -2.328 -0.766 0.571
C -3.236 -1.306 -0.341
C -4.501 -1.658 0.112
Sb -0.393 -0.263 -0.043
C 2.981 0.924 0.681
C 3.193 0.135 1.832
C 2.721 0.569 3.086
C 2.091 1.784 3.196
C 1.916 2.595 2.059
C 2.311 2.161 0.821
C -3.038 2.785 -2.016
C -3.807 3.037 -0.974
C -4.547 4.188 -1.387
C -4.370 4.765 -2.635
C -3.463 4.241 -3.542
C -2.667 3.093 -3.242
H -5.838 -1.730 1.785
H -4.224 -0.743 3.367
H -1.967 -0.115 2.611
H -2.971 -1.474 -1.377
H -5.212 -2.096 -0.576
H 3.904 -0.685 1.792
H 2.929 -0.019 3.972
H 1.770 2.144 4.165
H 1.468 3.574 2.171
H 2.171 2.781 -0.056
H -3.933 2.542 -0.024
H -5.256 4.572 -0.663
H -4.955 5.633 -2.908
H -3.314 4.667 -4.528
H -1.968 2.645 -3.932
N 1.479 -2.357 1.913
H 0.811 -3.104 1.718
H 1.093 -1.832 2.695
H 2.333 -2.810 2.240
C 3.273 0.296 -0.620
H 4.263 -0.153 -0.682
H 3.026 0.885 -1.498
*
```

Properties
HOMO energy (spin up / spin down) (eV): -16.4144 / -16.4152
HOMO-LUMO gap (spin up / spin down) (eV): 5.94 / 5.94

---

No. 3
Here is C22H26N3O3PtSSe2Te as an isolated structure from OMol25. Energies are from wB97M-V/def2-TZVPD.

The geometry in ORCA input format:
```
! wB97M-V def2-TZVPD RIJCOSX def2/J DEFGRID3
* xyz -1 3
Pt 0.718 1.549 -0.058
O -1.208 1.901 5.782
C -0.112 1.152 5.259
C -0.036 1.255 3.726
C -1.259 0.534 3.141
O -1.273 -0.860 3.419
C -0.027 2.740 3.353
Se -0.256 3.247 1.462
C 1.292 0.572 3.358
Se 1.473 -0.262 1.585
H -1.490 1.494 6.603
H -0.216 0.092 5.514
H 0.832 1.519 5.685
H -1.293 0.710 2.066
H -2.165 0.956 3.582
H -0.578 -1.249 2.863
H 0.911 3.185 3.686
H -0.841 3.240 3.874
H 1.484 -0.244 4.060
H 2.107 1.288 3.458
C 0.271 -2.103 -5.884
C -0.022 -2.601 -4.493
C -1.314 -2.903 -4.086
C -1.585 -3.333 -2.795
C -0.552 -3.452 -1.874
N -0.783 -3.806 -0.530
C -1.902 -3.643 0.253
O -2.189 -4.459 1.113
N -2.716 -2.542 0.060
C -2.472 -1.228 -0.376
C -3.562 -0.370 -0.512
C -3.356 0.923 -0.959
C -2.072 1.336 -1.261
N -1.019 0.532 -1.101
C -1.214 -0.710 -0.653
C 0.753 -3.181 -2.278
C 1.008 -2.760 -3.569
H -0.646 -1.995 -6.462
H 0.931 -2.796 -6.409
H 0.769 -1.132 -5.844
H -2.136 -2.790 -4.784
H -2.601 -3.550 -2.493
H -0.104 -4.415 -0.105
H -3.561 -2.645 0.596
H -4.560 -0.718 -0.269
H -4.182 1.613 -1.063
H -1.866 2.334 -1.626
H -0.316 -1.274 -0.481
H 1.558 -3.240 -1.555
H 2.022 -2.510 -3.856
Te 1.842 2.089 -2.327
C 3.494 3.085 -1.483
C 3.703 4.423 -1.324
C 4.945 4.733 -0.705
C 5.668 3.622 -0.401
S 4.832 2.193 -0.862
H 2.977 5.167 -1.623
H 5.274 5.742 -0.492
H 6.624 3.546 0.093
*
```

Properties
HOMO energy (spin up / spin down) (eV): -3.3249 / -3.9628
HOMO-LUMO gap (spin up / spin down) (eV): 5.76 / 6.24

---

Going through the records in order, we get energy values of -38500.828, -36596.389, -185918.730 eV.